Record 1
{
  "formula": "C20H51F4HgN5O16S4",
  "method": "the ωB97M-V functional and the def2-TZVPD basis",
  "species": ["Hg", "N", "S", "O", "O", "F", "S", "O", "O", "F", "N", "S", "O", "O", "F", "S", "O", "O", "F", "C", "C", "O", "O", "H", "H", "H", "H", "H", "H", "C", "O", "C", "C", "N", "C", "C", "O", "C", "H", "H", "H", "H", "H", "H", "H", "H", "H", "H", "H", "H", "H", "H", "H", "C", "O", "C", "C", "N", "C", "C", "O", "C", "H", "H", "H", "H", "H", "H", "H", "H", "H", "H", "H", "H", "H", "H", "H", "C", "O", "C", "C", "N", "C", "C", "O", "C", "H", "H", "H", "H", "H", "H", "H", "H", "H", "H", "H", "H", "H", "H", "H"],
  "positions_angstrom": [[-0.236873, 4.038830, -8.575435], [-0.502158, 1.169575, -4.676198], [0.509285, 0.020447, -4.513499], [0.163404, -1.407122, -4.623926], [1.778633, 0.276949, -3.887996], [1.110869, 0.145006, -6.060574], [-0.928483, 1.087329, -2.994587], [0.019414, 1.234288, -1.908747], [-2.047454, 0.132266, -2.771490], [-1.725335, 2.432784, -2.917045], [3.818370, 5.300143, -6.682148], [3.857859, 6.481720, -5.451083], [4.881467, 7.496971, -5.391160], [3.428488, 6.177597, -4.095728], [2.528147, 7.267336, -6.019019], [5.323760, 5.183898, -6.802678], [6.044505, 4.847194, -5.600938], [6.057566, 6.022678, -7.749167], [5.358216, 3.749139, -7.583982], [-7.959745, 0.652328, -8.038304], [-6.764293, 0.421529, -7.150381], [-5.682257, 0.456017, -7.941414], [-7.962020, 1.883726, -8.836303], [-8.773811, 0.589860, -7.316157], [-8.227684, -0.186937, -8.680147], [-6.879315, -0.256082, -6.304386], [-6.617877, 1.332018, -6.569300], [-5.080815, 0.861446, -7.312528], [-8.129925, 2.560619, -8.176590], [-12.927469, 4.424944, 2.975732], [-11.564326, 4.036608, 2.508203], [-10.595462, 4.190606, 3.510643], [-9.313263, 3.818704, 2.810013], [-8.075740, 3.669225, 3.588635], [-6.905647, 3.085611, 2.894663], [-5.801412, 3.455691, 3.937614], [-5.627008, 4.822008, 4.188999], [-5.444920, 5.672706, 3.044327], [-13.389035, 3.832243, 3.765515], [-13.616819, 4.686995, 2.173085], [-12.808945, 5.398626, 3.451133], [-10.701303, 3.553372, 4.388615], [-10.381103, 5.197919, 3.867673], [-9.075535, 4.558831, 2.045942], [-9.441326, 2.835343, 2.357576], [-7.880674, 4.481725, 4.155979], [-6.662840, 3.758722, 2.072421], [-6.886079, 2.005198, 2.751781], [-4.936160, 2.916250, 3.552346], [-5.989327, 2.976027, 4.898188], [-6.440058, 5.802980, 2.619090], [-4.770678, 5.307797, 2.269507], [-5.117669, 6.645724, 3.410719], [0.809419, 0.327929, 9.293065], [2.180100, 0.840081, 9.106769], [2.642048, 1.080679, 7.735747], [4.102849, 1.331950, 7.742103], [4.657969, 1.902452, 6.535913], [4.286381, 1.449585, 5.222431], [4.597979, 2.367910, 3.960332], [5.691886, 3.268089, 4.175822], [6.910430, 2.921979, 3.651576], [0.937726, -0.750799, 9.203692], [-0.074906, 0.614780, 8.724044], [0.543512, 0.619901, 10.309018], [2.076441, 1.910751, 7.312469], [2.307662, 0.209925, 7.171773], [4.764472, 0.552253, 8.119500], [4.272483, 2.108058, 8.488413], [5.084462, 2.817568, 6.563970], [3.210075, 1.277456, 5.218136], [4.797351, 0.509002, 5.016752], [3.730791, 3.028275, 3.959711], [4.679902, 1.861150, 2.998770], [7.481848, 3.817055, 3.405815], [6.885616, 2.424277, 2.682157], [7.532432, 2.323339, 4.317033], [3.698755, -11.031258, -3.770112], [5.056269, -10.742998, -3.323330], [5.406641, -11.129517, -2.026701], [5.155495, -10.069853, -1.005189], [6.060870, -8.889966, -0.958612], [5.753652, -7.963011, -2.056226], [6.749176, -6.761073, -1.883301], [8.107015, -6.952725, -2.205434], [8.772141, -5.703599, -2.502499], [3.044231, -10.337208, -3.242864], [3.346462, -12.044444, -3.576646], [3.568142, -10.909046, -4.845334], [6.434771, -11.487214, -2.082263], [4.782227, -11.961417, -1.700908], [5.337869, -10.530285, -0.034189], [4.109114, -9.768375, -0.957196], [7.044747, -9.118190, -0.955236], [4.698752, -7.701530, -1.973041], [5.955819, -8.381162, -3.042324], [6.743790, -6.311570, -0.890314], [6.134790, -6.114544, -2.509903], [8.592043, -4.879911, -1.811695], [8.500802, -5.255751, -3.458482], [9.828360, -5.874402, -2.710701]],
  "forces_ev_per_angstrom": [[0.1, 0.0, 0.1], [-1.3, 0.3, 4.1], [6.6, -5.4, -7.0], [-0.9, 2.5, 1.6], [-1.1, 0.4, 1.5], [-1.1, 0.5, 0.5], [-5.2, 0.3, 3.5], [-0.4, -0.4, -2.3], [3.1, 1.4, -1.2], [0.4, 0.6, -0.7], [-1.9, 2.6, 2.6], [-3.9, 4.0, 3.2], [-0.3, -1.3, -1.8], [0.2, -1.6, -2.2], [1.4, -1.0, 0.1], [7.5, -4.0, -3.9], [-0.8, 0.6, 0.0], [-1.8, -0.5, 1.4], [-0.5, 1.2, 0.5], [-1.5, -0.3, 0.5], [-2.3, 2.7, 0.5], [3.4, -1.1, -0.6], [0.1, -1.6, 1.4], [-0.7, 0.7, 0.0], [0.7, 0.1, -0.4], [0.0, -1.4, -0.7], [-1.0, 0.7, 0.6], [1.3, -0.2, -1.0], [0.0, 0.4, -0.1], [1.6, 1.5, 0.2], [-2.6, 0.4, 0.9], [1.6, -0.2, 0.0], [1.7, -1.1, -0.4], [-1.7, -1.1, -0.2], [0.0, 3.1, 3.2], [0.3, -1.7, -0.9], [0.6, 0.2, -0.4], [-0.9, -0.1, 0.6], [0.3, -0.8, -0.4], [0.4, -0.9, -0.4], [0.2, 0.3, 0.2], [-0.5, -0.2, 0.0], [-1.0, 0.6, 0.1], [-0.5, 0.1, -0.6], [-0.3, 0.1, -0.4], [0.5, -0.1, -0.1], [-0.1, -0.9, -1.0], [-0.5, 0.3, -0.3], [0.9, 0.6, 0.0], [-0.4, 0.2, 0.0], [0.0, 0.3, -0.5], [0.2, -0.3, 0.2], [0.1, -0.2, 0.0], [1.6, -0.5, 0.6], [-0.7, 0.9, -1.0], [-2.5, -1.4, 1.0], [1.5, 1.6, 0.5], [0.0, 0.7, -1.2], [0.6, -0.5, -0.9], [-0.2, 1.4, 2.2], [-1.5, -0.2, 0.3], [1.8, -0.1, -0.9], [-0.5, -0.1, 0.2], [0.7, 0.7, -0.9], [0.3, -0.3, 0.1], [0.2, 0.4, 0.0], [0.4, -0.3, -0.4], [-0.5, -0.8, -0.2], [-0.2, 0.1, 0.2], [-0.1, -0.1, 0.2], [-0.2, -0.3, -0.3], [-0.1, -0.5, 0.1], [0.0, 0.1, -0.5], [0.0, -0.4, 0.3], [-0.1, 0.3, 0.4], [-0.5, -0.4, -0.1], [-0.1, -0.2, 0.2], [0.5, 0.5, 0.9], [-0.9, -0.4, -1.8], [-0.7, -0.6, -0.5], [1.7, 0.8, 2.2], [-2.1, -0.7, -1.5], [3.0, -0.1, 1.8], [-2.1, 0.5, -0.1], [0.0, 0.6, -0.9], [0.0, -0.2, -1.0], [-0.3, 0.0, -0.1], [0.4, -0.2, 0.4], [0.6, 0.4, 0.1], [0.1, 0.2, 0.3], [0.0, -0.5, -0.1], [-0.2, -0.4, 0.2], [0.1, 0.3, -0.4], [0.1, -0.3, 0.0], [0.2, 0.5, -0.1], [-0.1, -0.2, -0.2], [-0.5, -0.3, 0.3], [1.1, 1.2, -0.7], [0.1, -0.4, 0.7], [-0.9, -0.4, -0.3], [0.1, -0.4, 0.9]],
  "lowdin_charge": [0.3363, -0.1717, 0.4680, -0.2256, -0.2148, -0.2548, 0.5755, -0.2454, -0.2795, -0.1709, -0.1854, 0.6071, -0.2440, -0.2364, -0.2157, 0.4579, -0.2164, -0.2150, -0.2000, -0.2239, -0.3341, -0.0201, -0.0555, 0.1064, 0.1194, 0.1248, 0.1124, 0.0976, 0.0729, -0.0557, -0.1746, -0.2631, -0.2043, -0.0500, -0.1550, -0.2487, -0.1876, -0.0807, 0.0827, 0.0827, 0.0714, 0.1273, 0.1219, 0.1231, 0.1255, 0.1087, 0.0998, 0.1278, 0.1127, 0.1232, 0.0747, 0.0954, 0.0920, -0.0776, -0.2048, -0.2122, -0.1889, -0.0124, -0.1671, -0.1425, -0.1840, -0.1445, 0.0812, 0.0803, 0.0812, 0.1282, 0.1172, 0.1318, 0.1314, 0.1296, 0.1085, 0.1205, 0.1173, 0.1259, 0.0905, 0.0879, 0.0881, -0.0631, -0.1931, -0.2402, -0.1966, -0.0192, -0.1707, -0.2400, -0.1703, -0.0969, 0.0817, 0.0822, 0.0866, 0.1315, 0.1192, 0.1157, 0.1225, 0.1163, 0.1252, 0.1200, 0.1218, 0.1128, 0.0855, 0.0800, 0.0851],
  "orbital_gap_ev": 1.0,
  "charge": 0,
  "e_homo_ev": -8.84,
  "lumo_energy_ev": -7.849,
  "e_above_lowest_kj_mol": 948.43
}

Record 2
{
  "formula": "C32H28ClF4GdN6O4S2",
  "method": "the ωB97M-V functional and the def2-TZVPD basis",
  "species": ["Gd", "C", "N", "C", "C", "C", "N", "C", "C", "F", "C", "F", "C", "C", "F", "C", "F", "H", "H", "H", "H", "H", "H", "H", "H", "H", "H", "H", "C", "C", "C", "C", "C", "C", "C", "C", "C", "S", "C", "N", "H", "H", "H", "H", "H", "H", "H", "H", "N", "C", "C", "C", "C", "C", "C", "S", "N", "C", "C", "C", "C", "C", "C", "N", "H", "H", "H", "H", "H", "H", "H", "H", "H", "O", "Cl", "O", "O", "O"],
  "positions_angstrom": [[-0.071784, -0.096657, -0.575005], [-1.641290, -0.242762, 3.090213], [-0.979323, -1.098196, 2.107061], [-1.931224, -2.158494, 1.748144], [0.215802, -1.704631, 2.712768], [1.184318, -2.252281, 1.675589], [1.575609, -1.181489, 0.769131], [2.603871, -1.403974, -0.077130], [3.050210, -0.309513, -0.852399], [2.324259, 0.850752, -0.689744], [4.102088, -0.326978, -1.730394], [4.439680, 0.797249, -2.370956], [4.809060, -1.493602, -1.939862], [4.396060, -2.602898, -1.222363], [5.043294, -3.761051, -1.415164], [3.356157, -2.578422, -0.317663], [3.056755, -3.732407, 0.312527], [-1.971862, -0.823260, 3.963396], [-2.519813, 0.224801, 2.640127], [-0.966062, 0.538322, 3.437622], [-2.288886, -2.678298, 2.649390], [-1.467393, -2.894177, 1.099611], [-2.784637, -1.730800, 1.224906], [-0.075586, -2.515300, 3.396690], [0.729736, -0.938800, 3.298973], [0.732315, -3.093143, 1.138927], [2.053435, -2.642148, 2.212260], [5.629952, -1.558900, -2.636775], [1.301899, 3.954412, -0.536699], [0.229278, 3.635701, -1.537134], [-0.568675, 4.689882, -2.040446], [-1.497357, 4.431704, -3.003897], [-1.592607, 3.131698, -3.546003], [-2.468116, 2.804143, -4.599369], [-2.452401, 1.540945, -5.129932], [-1.550640, 0.578266, -4.659783], [-0.677191, 0.851906, -3.621604], [0.599117, -0.252375, -3.194060], [-0.732226, 2.141827, -3.004454], [0.098274, 2.395414, -1.952741], [2.079539, 4.536198, -1.036429], [1.760746, 3.050446, -0.150659], [0.917393, 4.558755, 0.287615], [-0.426921, 5.690655, -1.651150], [-2.140217, 5.216958, -3.385341], [-3.133391, 3.566995, -4.986549], [-3.120924, 1.288062, -5.943728], [-1.505813, -0.404453, -5.110398], [-3.694823, 3.047776, 0.324512], [-4.946154, 2.489044, -0.011848], [-6.101336, 2.889781, 0.637755], [-7.328285, 2.345237, 0.277815], [-7.395891, 1.375946, -0.707745], [-6.229864, 0.943255, -1.328493], [-5.014245, 1.512039, -0.994126], [-3.523007, 0.987177, -1.796345], [-2.348747, 1.384099, -0.653496], [-2.529524, 2.322104, 0.199350], [-1.413900, 2.656765, 1.109308], [-1.428438, 3.778967, 1.934182], [-0.388938, 3.984358, 2.823819], [0.647039, 3.067900, 2.866534], [0.606158, 2.003700, 1.981967], [-0.386936, 1.798157, 1.122630], [-3.729840, 3.704199, 1.083606], [-6.048059, 3.639795, 1.419864], [-8.226997, 2.675915, 0.780684], [-8.347781, 0.948208, -0.991330], [-6.257096, 0.169151, -2.085823], [-2.228700, 4.504220, 1.883916], [-0.390814, 4.847654, 3.476106], [1.469306, 3.181269, 3.558205], [1.400922, 1.262629, 1.956454], [0.041142, -2.487930, -1.245209], [-1.340807, -2.550235, -1.676359], [-1.989185, -3.655118, -1.068798], [-1.468116, -2.578280, -3.078469], [-1.935299, -1.305364, -1.154988]],
  "forces_ev_per_angstrom": [[0.6, 0.7, 0.1], [0.0, 0.0, -0.1], [-0.2, -0.2, 0.1], [0.0, 0.0, 0.1], [0.2, 0.0, -0.2], [-0.1, 0.2, 0.0], [-0.2, 0.1, 0.2], [0.7, 0.0, -0.2], [-0.3, 0.1, 0.2], [0.4, 0.0, 0.1], [0.0, -0.1, 0.0], [0.0, 0.1, -0.1], [0.0, -0.1, 0.0], [0.1, 0.2, -0.1], [0.0, -0.1, 0.1], [-0.2, 0.1, 0.0], [0.0, 0.0, 0.0], [0.0, 0.0, 0.0], [0.0, 0.0, 0.0], [0.0, 0.0, 0.0], [0.0, 0.0, 0.0], [0.0, 0.0, 0.0], [0.0, 0.0, 0.0], [0.0, 0.0, 0.1], [0.0, 0.0, 0.0], [0.0, -0.1, 0.1], [0.0, -0.1, 0.0], [0.0, 0.1, 0.0], [0.0, 0.0, 0.0], [0.0, -0.2, 0.0], [-0.1, 0.1, -0.1], [0.0, 0.0, 0.1], [0.2, -0.2, 0.2], [-0.1, 0.0, -0.1], [-0.1, 0.2, -0.1], [0.2, -0.1, 0.3], [0.1, 0.2, -0.1], [0.2, -0.1, -0.1], [-0.2, 0.2, -0.4], [0.1, 0.3, 0.0], [0.0, 0.0, 0.0], [0.0, 0.0, 0.0], [0.0, 0.0, 0.0], [0.0, 0.0, 0.0], [0.0, 0.0, 0.0], [0.0, 0.0, 0.0], [0.0, 0.0, 0.0], [0.0, 0.0, 0.0], [0.2, 0.1, 0.0], [-0.3, -0.1, 0.0], [0.0, 0.1, 0.1], [0.0, 0.0, 0.0], [0.0, 0.0, -0.1], [0.0, 0.0, 0.0], [0.4, -0.1, 0.0], [-0.6, 0.2, -0.2], [0.0, 0.0, 0.7], [-0.3, -0.3, -0.6], [0.4, 0.2, 0.5], [-0.2, -0.1, -0.1], [0.2, -0.1, 0.1], [-0.2, 0.2, 0.0], [0.2, -0.2, 0.0], [0.0, 0.5, 0.1], [0.0, 0.0, 0.0], [0.0, 0.0, 0.0], [0.0, 0.0, 0.0], [0.0, 0.0, 0.0], [0.0, 0.0, 0.0], [0.0, 0.0, 0.0], [0.0, 0.0, 0.0], [0.0, 0.0, 0.0], [0.0, 0.0, 0.0], [0.4, -0.3, 0.2], [-0.7, -1.2, -0.4], [-0.1, -0.2, 0.1], [-0.1, -0.1, -0.3], [-0.6, 0.1, 0.0]],
  "lowdin_spin": [6.8048, -0.0002, -0.0067, -0.0001, -0.0001, 0.0035, 0.0308, -0.0035, 0.0049, -0.0048, -0.0008, -0.0008, 0.0081, -0.0008, -0.0008, 0.0058, 0.0019, -0.0002, 0.0000, 0.0000, 0.0000, 0.0000, 0.0000, -0.0002, 0.0000, 0.0005, 0.0020, 0.0004, 0.0007, 0.0041, -0.0025, 0.0036, -0.0004, 0.0142, -0.0010, 0.0190, 0.0062, 0.1546, 0.0011, -0.0106, 0.0003, 0.0000, 0.0002, -0.0002, 0.0002, 0.0008, -0.0004, 0.0012, 0.0001, 0.0001, 0.0000, 0.0001, 0.0000, 0.0000, -0.0002, -0.0004, -0.0056, 0.0000, -0.0003, -0.0001, 0.0005, 0.0001, 0.0001, -0.0098, 0.0000, 0.0000, 0.0000, 0.0000, 0.0000, 0.0000, 0.0000, 0.0000, 0.0002, -0.0091, -0.0022, -0.0003, 0.0000, -0.0076],
  "orbital_gap_ev": [6.1, 5.6],
  "spin_multiplicity": 8,
  "charge": 0,
  "e_homo_ev": [-7.16, -7.02],
  "lumo_energy_ev": [-1.031, -1.398],
  "e_above_lowest_kj_mol": 59.71
}